Record 1
{"formula": "H20O10", "method": "ωB97M-V/def2-TZVPD", "smiles": "O.O.O.O.O.O.O.O.O.O", "gap_ev": 9.724, "de_lowest_kcal_mol": 72.18, "elements": ["H", "H", "H", "O", "H", "H", "O", "H", "H", "H", "H", "H", "H", "H", "O", "O", "O", "O", "H", "H", "O", "O", "H", "O", "O", "H", "H", "H", "H", "H"], "positions_angstrom": [[-8.095, 0.462, 21.455], [-9.087, 3.185, 17.330], [-11.522, 3.111, 19.726], [-4.055, -0.309, 18.151], [-9.071, -0.712, 17.845], [-6.770, 2.390, 21.673], [-4.845, 2.420, 19.433], [-5.599, 2.322, 19.978], [-5.140, 2.172, 18.544], [-5.672, -0.378, 20.949], [-9.671, 2.318, 18.477], [-6.596, -1.265, 20.155], [-7.920, 1.893, 19.270], [-7.857, 4.722, 19.600], [-8.379, -0.079, 22.183], [-8.865, 2.482, 17.960], [-8.118, -0.937, 17.682], [-7.438, 1.582, 20.067], [-7.335, 6.062, 19.100], [-7.605, 0.006, 22.766], [-7.281, 5.100, 18.980], [-6.029, 2.951, 21.988], [-10.096, 3.348, 20.274], [-10.725, 2.631, 19.989], [-5.975, -0.582, 20.072], [-6.334, 3.834, 21.851], [-4.336, 0.432, 17.586], [-7.913, -0.592, 16.823], [-4.852, -0.503, 18.651], [-6.997, 0.775, 19.812]]}



Record 2
{"formula": "C10H11NO2S", "method": "ωB97M-V/def2-TZVPD", "gap_ev": 9.266, "de_lowest_kcal_mol": 64.74, "elements": ["H", "C", "H", "C", "C", "H", "H", "S", "O", "C", "H", "C", "H", "H", "C", "O", "C", "H", "C", "C", "C", "H", "H", "H", "N"], "positions_angstrom": [[2.612, 0.020, 1.330], [1.401, -2.484, 1.668], [-1.432, 2.923, -2.840], [-1.381, 0.973, -2.772], [0.796, -1.142, 1.022], [1.899, -2.913, 0.850], [-1.232, 3.146, -0.300], [-0.642, 1.013, 1.691], [0.463, 1.726, 2.152], [-1.108, -0.210, -2.042], [-0.872, -2.211, -0.123], [-1.186, 2.279, -0.787], [2.727, -0.981, -0.098], [-1.570, 1.072, -3.771], [-1.311, 2.188, -2.144], [-1.872, 1.302, 2.321], [1.969, -0.359, 0.608], [1.935, -1.942, 2.506], [-0.852, -0.095, -0.668], [-0.936, 1.161, -0.067], [-0.320, -1.278, 0.035], [-1.056, -1.099, -2.432], [1.758, 0.653, 0.156], [0.528, -3.100, 1.916], [-0.318, -0.642, 1.788]]}



Record 3
{"formula": "C18H31ClFNO8S", "method": "ωB97M-V/def2-TZVPD", "smiles": "CC(=O)OCCCCCCN(CC(=O)F)C(=O)OCCCCS(=O)(=O)Cl.CC(C)=O", "gap_ev": 9.902, "elements": ["H", "H", "H", "O", "C", "H", "C", "C", "H", "H", "H", "H", "C", "H", "C", "O", "C", "Cl", "H", "F", "C", "O", "C", "H", "H", "C", "O", "H", "H", "H", "H", "H", "H", "H", "H", "C", "C", "O", "H", "C", "H", "O", "H", "C", "C", "H", "H", "H", "H", "O", "C", "C", "H", "H", "O", "S", "N", "H", "C", "C", "H"], "positions_angstrom": [[2.136, -1.060, -1.822], [-2.106, 4.705, 2.783], [0.716, 2.240, 0.027], [0.132, 3.309, 2.763], [2.687, -5.233, -0.146], [-0.308, 6.280, -0.038], [-0.943, -2.488, -2.429], [1.413, 1.731, 0.694], [0.717, 4.973, 1.699], [2.974, -5.294, 1.970], [-1.612, 7.431, -0.237], [1.777, -1.614, 0.296], [-1.617, 6.541, 1.709], [-0.614, 0.074, 0.001], [-0.200, 4.414, 1.888], [-1.443, 4.313, -1.299], [0.384, -0.160, 1.925], [-3.655, 4.484, 0.469], [-1.125, 7.431, 2.097], [3.053, 2.643, 2.172], [1.058, -1.083, -1.649], [-2.176, -5.525, -3.099], [-2.124, -4.539, -2.421], [-0.350, -0.282, 2.716], [0.703, -0.065, -1.813], [0.811, -1.570, -0.204], [-0.936, -3.919, -2.206], [-1.360, -1.986, -1.557], [-4.003, -3.566, -2.503], [-1.016, -1.369, 0.886], [3.708, -6.654, 1.095], [-0.581, 3.997, 0.959], [-3.850, -4.775, -1.225], [0.478, -2.605, -0.249], [1.588, -6.659, -1.310], [0.488, -2.035, -2.705], [-1.351, 6.469, 0.203], [2.881, 3.565, 0.192], [-2.684, 6.722, 1.840], [-1.231, 5.303, 2.548], [0.502, -1.544, -3.679], [-3.092, 6.086, -1.736], [-0.822, 5.640, 3.500], [2.841, -5.994, 1.149], [2.501, 2.751, 0.966], [1.903, 0.898, 0.199], [2.389, -5.390, -2.254], [3.344, -6.713, -1.550], [1.274, -0.705, 2.236], [2.717, -4.025, -0.177], [2.490, -6.051, -1.397], [-0.186, -0.717, 0.613], [1.953, -6.601, 1.333], [-3.088, -3.188, -1.028], [-1.480, 1.834, 2.233], [-2.321, 5.330, -0.802], [0.741, 1.271, 1.910], [-1.575, -2.263, -3.287], [-0.306, 2.105, 2.293], [-3.338, -3.967, -1.741], [1.135, -2.904, -2.803]]}



Record 4
{"formula": "C2H5Cl3N2", "method": "ωB97M-V/def2-TZVPD", "spin_multiplicity": 3, "gap_ev": [5.514, 5.499], "de_lowest_kcal_mol": 7.42, "elements": ["H", "C", "H", "Cl", "C", "H", "H", "Cl", "Cl", "N", "H", "N"], "positions_angstrom": [[-1.243, -0.535, 2.328], [-0.527, -0.416, 0.342], [0.361, -0.044, 1.950], [-0.814, -1.862, -0.542], [0.738, 0.333, -0.318], [0.756, 1.395, 0.194], [-0.126, 1.278, -1.920], [-1.906, 0.764, -0.162], [2.108, -0.633, 0.212], [0.685, 0.579, -1.664], [0.417, -0.250, -2.114], [-0.449, -0.610, 1.694]]}



Record 5
{"formula": "C7H14ClN4S", "method": "ωB97M-V/def2-TZVPD", "gap_ev": 9.159, "de_lowest_kcal_mol": 4.05, "total_charge": 1, "elements": ["Cl", "N", "H", "H", "C", "H", "C", "H", "H", "H", "H", "N", "H", "H", "H", "C", "S", "C", "N", "C", "H", "C", "C", "H", "N", "H", "H"], "positions_angstrom": [[-0.467, -2.177, -1.896], [-1.035, 0.285, -1.040], [0.278, -2.899, 3.267], [-3.386, -1.306, 1.236], [-1.704, -0.948, -1.443], [-1.360, -2.486, 3.229], [-2.510, -1.089, 0.733], [-0.550, 0.710, -1.785], [-2.317, -0.798, -2.384], [1.770, 0.279, -0.583], [3.450, 0.151, -2.461], [1.091, 1.880, -1.582], [0.206, 2.163, -0.401], [1.153, 2.688, -2.264], [3.648, 1.851, -2.548], [3.446, 1.050, -1.931], [-0.014, -1.161, 1.806], [2.068, 1.120, -1.293], [-0.244, 1.762, 0.504], [-1.523, -0.202, 1.216], [0.040, 2.075, 1.433], [-0.394, -2.070, 3.276], [-0.877, 0.660, 0.207], [-0.442, -1.540, 4.196], [-2.550, -1.514, -0.490], [-1.928, 0.468, 2.100], [4.150, 1.048, -1.102]]}



Record 6
{"formula": "C39H43ClP2Si2Tm", "method": "ωB97M-V/def2-TZVPD", "spin_multiplicity": 3, "gap_ev": [7.077, 6.225], "de_lowest_kcal_mol": 0.00, "total_charge": 1, "elements": ["C", "C", "H", "C", "C", "H", "C", "H", "H", "C", "H", "C", "Tm", "H", "H", "C", "C", "H", "C", "Si", "H", "C", "H", "H", "P", "H", "H", "H", "H", "C", "C", "C", "Cl", "C", "C", "H", "C", "C", "H", "H", "H", "C", "C", "C", "H", "C", "H", "C", "H", "C", "H", "H", "H", "H", "C", "C", "C", "H", "C", "H", "H", "C", "C", "H", "H", "C", "C", "C", "H", "C", "C", "C", "H", "H", "C", "P", "H", "Si", "C", "H", "C", "H", "H", "H", "H", "H", "H", "H"], "positions_angstrom": [[2.447, 4.775, 0.138], [3.981, -1.860, -0.773], [3.925, 1.337, 1.226], [3.363, 2.138, -2.047], [-2.046, -5.887, -0.887], [6.255, 1.222, 0.380], [2.754, -1.441, -0.243], [-3.614, -5.093, 1.033], [-3.886, -1.417, 3.240], [-2.805, -1.421, 3.123], [1.497, 2.475, 4.981], [4.218, -1.767, -2.146], [-1.585, -1.229, 1.152], [-0.877, 4.276, -0.461], [-1.220, 1.818, 0.947], [1.254, 4.063, -0.113], [-3.522, 0.320, -2.305], [-3.038, -6.169, -1.267], [0.820, 1.929, 1.701], [1.307, 2.190, -0.063], [2.577, -1.516, 0.834], [-3.622, -2.057, -0.604], [-2.339, 0.755, 3.281], [0.297, -2.748, 3.040], [-2.555, -1.174, -1.876], [0.265, -4.591, 0.019], [-2.597, -3.194, -3.308], [-2.116, 3.278, 2.770], [-6.087, -1.649, 1.715], [2.415, 6.109, 0.550], [-0.613, -0.693, 3.117], [3.250, -1.218, -2.992], [-0.117, -1.851, -4.635], [-1.990, -0.264, 3.164], [-0.355, 3.011, 4.009], [0.932, -0.354, -0.648], [-3.907, -4.079, 0.754], [-0.593, -2.120, 3.015], [-1.282, -6.422, -1.467], [-0.785, -3.618, 1.051], [3.466, -1.072, -4.060], [-5.296, -2.140, 1.147], [-1.952, -2.574, 3.027], [3.093, 1.911, -0.683], [-2.291, -3.609, 3.079], [4.138, 1.571, 0.181], [-3.762, 0.907, -1.410], [0.947, 2.494, 4.044], [-0.910, 6.705, 0.055], [-0.410, -3.725, 0.011], [2.542, 2.386, -2.726], [2.654, 1.824, 2.845], [-0.136, 0.807, -3.269], [-0.795, 3.527, 4.874], [5.704, 1.638, -1.671], [-1.111, 2.863, 2.843], [0.047, 4.783, -0.181], [-1.958, -6.153, 0.173], [1.589, 2.053, 2.872], [0.188, -2.858, -0.316], [3.342, 6.616, 0.842], [0.025, 6.143, 0.138], [-3.086, -2.205, -3.318], [-4.448, 0.046, -2.834], [-5.443, -3.985, 2.250], [-0.584, 2.124, 1.787], [2.007, -0.829, -2.476], [1.195, 6.791, 0.554], [1.169, 7.844, 0.845], [4.659, 1.975, -2.539], [5.446, 1.471, -0.309], [1.804, -0.869, -1.088], [-4.176, -2.343, -3.283], [-2.805, -1.697, -4.252], [-4.931, -3.443, 1.452], [-1.778, -4.104, -1.168], [1.600, 0.373, -4.780], [0.795, -0.226, -3.758], [-4.637, -1.430, 0.139], [6.714, 1.486, -2.060], [-3.227, -3.398, -0.259], [3.415, 4.281, 0.030], [4.846, 2.084, -3.607], [-4.943, -0.411, -0.108], [5.162, -2.113, -2.575], [4.757, -2.261, -0.121], [-2.888, 0.927, -2.969], [0.256, -0.048, 3.228]]}



Repeat the third record exactly.
{"formula": "C18H31ClFNO8S", "method": "ωB97M-V/def2-TZVPD", "smiles": "CC(=O)OCCCCCCN(CC(=O)F)C(=O)OCCCCS(=O)(=O)Cl.CC(C)=O", "gap_ev": 9.902, "elements": ["H", "H", "H", "O", "C", "H", "C", "C", "H", "H", "H", "H", "C", "H", "C", "O", "C", "Cl", "H", "F", "C", "O", "C", "H", "H", "C", "O", "H", "H", "H", "H", "H", "H", "H", "H", "C", "C", "O", "H", "C", "H", "O", "H", "C", "C", "H", "H", "H", "H", "O", "C", "C", "H", "H", "O", "S", "N", "H", "C", "C", "H"], "positions_angstrom": [[2.136, -1.060, -1.822], [-2.106, 4.705, 2.783], [0.716, 2.240, 0.027], [0.132, 3.309, 2.763], [2.687, -5.233, -0.146], [-0.308, 6.280, -0.038], [-0.943, -2.488, -2.429], [1.413, 1.731, 0.694], [0.717, 4.973, 1.699], [2.974, -5.294, 1.970], [-1.612, 7.431, -0.237], [1.777, -1.614, 0.296], [-1.617, 6.541, 1.709], [-0.614, 0.074, 0.001], [-0.200, 4.414, 1.888], [-1.443, 4.313, -1.299], [0.384, -0.160, 1.925], [-3.655, 4.484, 0.469], [-1.125, 7.431, 2.097], [3.053, 2.643, 2.172], [1.058, -1.083, -1.649], [-2.176, -5.525, -3.099], [-2.124, -4.539, -2.421], [-0.350, -0.282, 2.716], [0.703, -0.065, -1.813], [0.811, -1.570, -0.204], [-0.936, -3.919, -2.206], [-1.360, -1.986, -1.557], [-4.003, -3.566, -2.503], [-1.016, -1.369, 0.886], [3.708, -6.654, 1.095], [-0.581, 3.997, 0.959], [-3.850, -4.775, -1.225], [0.478, -2.605, -0.249], [1.588, -6.659, -1.310], [0.488, -2.035, -2.705], [-1.351, 6.469, 0.203], [2.881, 3.565, 0.192], [-2.684, 6.722, 1.840], [-1.231, 5.303, 2.548], [0.502, -1.544, -3.679], [-3.092, 6.086, -1.736], [-0.822, 5.640, 3.500], [2.841, -5.994, 1.149], [2.501, 2.751, 0.966], [1.903, 0.898, 0.199], [2.389, -5.390, -2.254], [3.344, -6.713, -1.550], [1.274, -0.705, 2.236], [2.717, -4.025, -0.177], [2.490, -6.051, -1.397], [-0.186, -0.717, 0.613], [1.953, -6.601, 1.333], [-3.088, -3.188, -1.028], [-1.480, 1.834, 2.233], [-2.321, 5.330, -0.802], [0.741, 1.271, 1.910], [-1.575, -2.263, -3.287], [-0.306, 2.105, 2.293], [-3.338, -3.967, -1.741], [1.135, -2.904, -2.803]]}